The following is a DFT calculation (ωB97M-V with the def2-TZVPD basis set) of the ion C5H11N2O with charge +1 in a non-equilibrium geometry.

Structure (XYZ):
```
19
Properties=species:S:1:pos:R:3:forces:R:3
H -0.8928 1.4556 0.3595 -1.02 1.44 2.50
H -3.4574 -1.6255 1.2774 -0.67 0.20 -0.76
C 1.6497 0.9420 0.4037 -0.41 0.37 -3.08
H 2.7537 0.8563 0.5029 -0.91 0.35 -0.54
C 0.9658 -0.2945 -0.0345 0.33 -0.06 -0.73
H -1.9000 -1.0871 1.0488 -0.26 0.19 0.23
H 2.6670 -1.6463 -0.0878 -1.69 -0.01 -0.49
H -2.5902 0.6924 -1.9421 -0.52 0.87 -1.82
H 1.0888 -2.2451 -0.8777 -0.44 -0.62 -0.93
H 1.2484 1.0514 1.3538 -0.75 0.79 2.29
H 1.1303 1.7787 -0.2864 2.05 -1.42 1.63
O -0.2438 -0.2226 -0.3905 0.87 -2.23 -0.23
N -2.8689 -1.0347 0.7115 2.49 1.12 -0.06
C 1.5196 -1.6689 -0.1085 2.90 1.98 0.32
H 1.3024 -2.0911 0.8255 -0.61 -0.97 1.61
C -1.0743 0.9255 -0.4960 -1.27 -0.81 -4.10
H -0.7177 1.4770 -1.3389 0.80 0.79 -0.37
C -3.1770 -0.3630 -0.3850 -3.29 -1.57 -0.27
N -2.3613 0.4596 -1.0337 2.41 -0.39 4.80
```
Forces are in eV/Å.

- energy above the lowest of the compared OMol25 structures with the same formula, charge and spin (kcal/mol) = 114.46
- Kohn-Sham gap (eV) = 6.0065
- charge = +1
- M (g/mol) = 115.16

Here are the Mulliken charges for atoms 1 to 5, given in e: H 0.575; H 0.237; C -1.211; H 0.378; C 1.031


The following is a DFT calculation (ωB97M-V with the def2-TZVPD basis set) of the ion C3H8N2O2 with charge +1 in a non-equilibrium geometry.

Structure (XYZ):
```
15
Properties=species:S:1:pos:R:3:forces:R:3
H -0.4959 -0.0841 -1.7404 -0.33 -0.60 0.47
H -0.5782 -2.3548 2.1126 0.00 -0.56 0.61
O 1.8679 1.1661 -0.0754 0.13 -0.98 -1.40
H -2.2724 -0.5420 0.5960 -0.19 -0.19 0.25
C 0.8184 1.0999 -0.9143 1.00 2.63 1.35
H -2.2203 -2.2966 2.4028 -0.15 -0.05 0.15
N -1.4128 -1.7934 2.0743 0.60 0.62 -0.79
H -1.7359 -2.1229 -0.0253 -0.24 -0.02 0.03
H 0.4678 -1.6749 0.3483 0.36 0.16 -0.45
H 0.2432 -0.1944 1.1884 0.14 0.32 -0.33
N 0.0580 -0.0429 -0.8758 -0.81 -0.48 -0.15
O 0.4118 2.0496 -1.5269 -0.20 -0.67 -0.83
H 2.5893 1.5052 -0.6523 -0.06 0.26 0.91
C -0.1412 -0.7465 0.3220 -0.03 -1.01 1.51
C -1.5371 -1.3417 0.7163 -0.25 0.59 -1.33
```
Forces are in eV/Å.

- energy above the lowest of the compared OMol25 structures with the same formula, charge and spin (kcal/mol) = 38.62
- Kohn-Sham gap (spin up / spin down) (eV) = 10.8919 / 4.8184
- ⟨S²⟩ = 0.765
- charge = +1
- multiplicity = 2
- M (g/mol) = 104.11

Here are the Mulliken charges for atoms 1 to 5, given in e: H 0.340; H 0.222; O -0.409; H 0.382; C 0.577


The following is a DFT calculation (ωB97M-V with the def2-TZVPD basis set) of a cluster of 2 separate species, CH2F2O2PS in total in a non-equilibrium geometry.

Structure (XYZ):
```
9
Properties=species:S:1:pos:R:3:forces:R:3
S 1.4027 -2.8372 -1.6625 -0.76 -0.27 1.66
O 2.1460 -1.6479 -2.0207 0.22 1.17 -0.86
F -1.3892 -2.2536 0.2985 0.65 0.21 -0.09
F -1.6956 -1.8451 -1.7797 0.60 1.10 -0.11
H 0.9815 -0.0826 -0.8249 2.00 0.05 -0.92
O 2.0280 -3.4620 -0.4839 -0.72 -0.25 -0.32
H 0.2625 -0.5038 1.0332 -0.39 0.44 -1.01
P -0.2163 0.0346 -0.2534 -1.73 0.17 1.59
C -0.7156 -1.6454 -0.7978 0.13 -2.63 0.06
```
Forces are in eV/Å.

- energy above the lowest of the compared OMol25 structures with the same formula, charge and spin (kcal/mol) = 111.17
- Kohn-Sham gap (spin up / spin down) (eV) = 6.9573 / 6.9584
- charge = -1
- M (g/mol) = 147.06

Here are the Mulliken charges for atoms 1 to 5, given in e: S 0.582; O -0.536; F -0.287; F -0.299; H 0.015


The following is a DFT calculation (ωB97M-V with the def2-TZVPD basis set) of a cluster of 5 separate species, C20H39N2O13PS4 in total in a non-equilibrium geometry.

Structure (XYZ):
```
79
Properties=species:S:1:pos:R:3:forces:R:3
H 8.3060 -6.2443 1.4282 -0.01 -0.02 -0.07
H -0.4050 5.9385 -2.2213 -0.15 0.00 0.05
H 5.2402 -6.2787 1.5719 -0.01 -0.06 0.15
C 7.3366 -5.7462 1.4361 0.06 0.02 0.25
H -0.2173 1.3276 -1.8840 -0.02 0.01 -0.07
C 6.0161 -8.8203 4.7920 -0.02 -0.08 -0.01
H -6.0199 5.3102 -3.4656 -0.24 0.08 -0.03
S 0.5278 -3.5557 2.7253 -0.42 0.44 0.21
H 4.2855 -0.2172 0.3100 -0.02 0.04 -0.03
C -9.1867 1.9214 -4.2970 -0.31 -0.49 -0.21
S 6.0319 -7.2310 4.0364 0.10 -0.40 -0.20
H -0.0931 2.9770 -2.4699 0.01 0.03 -0.08
H 7.2435 -5.1341 0.5389 -0.04 -0.06 -0.04
O -1.2235 6.0086 -0.3083 -0.09 -0.01 0.08
H 3.2748 -1.6261 0.7447 -0.12 0.00 -0.02
C -5.6686 1.6138 -4.4455 0.19 -0.22 -0.09
C -4.5535 2.3819 -4.2466 -0.13 -0.35 -0.49
O 2.2976 1.4104 -0.6355 0.07 -0.02 0.06
H 0.5701 -4.4901 6.0658 -0.15 0.18 -0.09
H 7.3144 -5.0863 2.3024 -0.02 0.00 -0.01
H -1.6441 -2.6707 2.6823 0.02 -0.02 0.02
O 6.3806 -7.7133 2.5633 0.01 -0.11 0.09
O -1.9000 2.5036 -3.6938 -0.07 0.00 -0.43
H 0.0317 8.2616 -1.3974 0.00 -0.01 -0.02
O -2.9156 6.4347 -2.0377 0.01 0.23 -0.15
H -3.0224 0.4027 -3.7632 -0.20 -0.19 -0.56
H 2.1096 1.7570 -2.6819 0.06 -0.13 0.09
H -3.6925 4.9423 0.1718 0.02 0.00 -0.02
C -9.3251 3.2823 -3.9420 0.06 0.28 0.14
O 0.8497 -0.5523 -0.3104 -0.06 -0.17 -0.20
H -5.5683 0.5711 -4.7220 -0.15 -0.09 0.03
H 2.9582 -0.0465 1.5025 -0.03 -0.02 0.00
H -3.7855 4.3456 -3.7652 0.06 0.08 0.11
H 2.7886 -3.4099 5.5236 -0.04 -0.02 0.08
C 0.6423 7.4305 -1.0468 -0.20 0.15 0.06
H 6.9772 -9.2975 4.6214 0.01 0.03 0.00
O 1.8175 -3.0699 2.3379 0.16 -0.21 -0.16
N -8.3112 4.0725 -3.7418 0.02 -0.13 -0.15
P -2.9051 1.6602 -4.3927 0.55 0.86 1.20
C 0.2537 2.2909 -1.7056 0.20 -0.18 0.37
H -3.2282 6.1218 1.4398 0.01 0.02 -0.01
H -2.5829 1.4529 -5.7482 -0.36 -0.29 0.00
H -0.3901 -1.4001 2.8493 0.03 0.00 -0.02
C -0.0873 6.1099 -1.1916 0.49 0.11 -0.35
O 2.7258 -0.6220 -1.9477 -0.27 -0.09 -0.15
H 2.9304 -5.1481 5.8569 -0.05 -0.02 0.01
C 1.7634 2.1808 -1.7380 -0.32 0.29 -0.38
H 1.5630 7.4141 -1.6305 0.01 -0.08 0.01
S 2.1730 -0.1716 -0.7065 0.35 0.22 0.45
N -8.0442 1.3243 -4.4766 0.02 0.57 0.11
H 5.8550 -8.6685 5.8568 0.00 0.07 -0.01
H -0.0816 2.6448 -0.7282 0.03 0.05 -0.01
C -5.9271 4.2741 -3.7561 0.54 0.35 0.18
H 2.2137 3.1680 -1.6422 0.15 -0.09 0.18
C -0.6696 -2.3237 2.3500 -0.09 0.02 0.01
H 2.9958 -4.5505 4.2026 0.02 -0.07 0.02
C 6.2142 -6.7632 1.4884 -0.01 0.44 -0.43
O 7.1276 -6.4767 4.5597 -0.08 0.15 0.09
H 0.8869 7.6215 -0.0020 0.06 -0.05 0.00
C 3.2914 -0.5481 0.5982 0.08 0.00 0.03
C -6.9677 2.1452 -4.2963 0.48 -0.43 -0.02
H -4.5959 6.4736 0.3497 0.02 0.04 -0.05
H -10.0863 1.3364 -4.4367 -0.06 -0.13 -0.01
C 1.0171 -4.5528 5.0753 0.34 -0.41 0.33
C -7.0889 3.4956 -3.9343 -0.07 0.28 0.11
H -0.6585 -2.1829 1.2708 0.10 0.00 0.00
C 2.5215 -4.4069 5.1711 0.04 0.17 -0.23
O 0.0559 -4.8296 2.2767 0.27 -0.13 -0.08
H -10.3190 3.6913 -3.8202 -0.09 0.08 0.04
C -3.6233 5.9942 0.4356 -0.01 -0.09 0.05
H 6.2050 -7.3571 0.5768 0.01 -0.20 0.13
H 0.5683 5.2868 -0.9132 -0.17 -0.08 0.15
C -4.6731 3.7484 -3.9067 -0.36 -0.20 -0.06
H 5.2065 -9.4048 4.3643 0.00 0.02 -0.02
O -2.4146 8.1679 -0.3254 -0.03 0.11 -0.21
H 0.7379 -5.5196 4.6534 -0.05 0.08 -0.14
O 0.4061 -3.4915 4.3097 -0.08 0.07 -0.07
S -2.5462 6.7955 -0.7020 -0.01 -0.43 0.36
O 4.7096 -6.6837 4.0368 -0.01 0.19 0.09
```
Forces are in eV/Å.

- SMILES = O=[PH2]c1ccc2nccnc2c1.CCOS(C)(=O)=O.CCOS(C)(=O)=O.CCOS(C)(=O)=O.CCOS(C)(=O)=O
- Kohn-Sham gap (eV) = 8.9592
- M (g/mol) = 674.78

Here are the Mulliken charges for atoms 1 to 5, given in e: H 0.270; H 0.327; H 0.303; C -0.990; H 0.358